DFT (ωB97M-V/def2-TZVPD) results for a 14-piece molecular cluster, C40H108O14 overall at a distorted geometry.

The geometry in XYZ format:
```
162
C40H108O14 | the Open Molecules 2025 dataset | ωB97M-V/def2-TZVPD
O -5.31114 22.46233 12.62585
O -9.14728 25.99973 13.07302
O -4.81891 14.17026 15.87048
O -5.21457 18.69710 9.75309
O -0.60523 17.74894 14.39946
O -6.76459 18.95199 20.38305
O -7.37904 22.11340 16.60696
O -2.70835 25.29577 22.20904
O -0.61245 19.98284 16.10806
O -7.59425 19.63125 17.72710
O -4.75712 22.49053 15.41980
O -0.38301 20.28937 18.91951
O -6.82200 20.60919 11.07553
O -1.95965 26.60721 14.13645
C -7.99764 20.08500 11.74060
C -1.21429 25.12628 15.84614
C -5.45285 23.82251 10.60880
C -8.18164 24.94719 13.31507
C -0.01089 21.06862 14.00953
C -7.78927 23.29497 17.30209
C -3.92196 19.21095 10.22289
C -6.63709 21.07435 21.54790
C -7.78581 19.99757 13.24882
C -2.09764 23.41863 20.84285
C -8.52760 18.74190 17.08567
C -4.56392 23.30735 11.73640
C -7.16631 25.45913 14.30686
C -8.77371 17.56140 17.98805
C -5.32763 16.53202 16.06493
C -3.67548 25.87566 15.70386
C -3.96350 24.42054 12.56673
C -1.30502 17.11297 15.48844
C -3.08144 22.34244 17.05447
C -6.51877 15.04730 14.39109
C -6.64135 23.85019 18.13482
C -2.20155 26.21048 15.48525
C -1.50108 18.32328 19.52344
C -5.22995 15.33490 15.15728
C -5.88804 19.86280 21.01659
C -3.19267 25.42947 19.86711
C -2.79719 18.46757 9.51193
C 0.03002 21.17118 15.52553
C 1.44998 21.22706 16.07987
C -1.56480 15.67580 15.10267
C -4.14650 20.22708 16.11786
C -0.23980 19.07287 19.72095
C 0.98644 18.30975 19.19857
C -3.84793 19.05405 11.70257
C -3.66077 21.64006 15.86691
C -4.84991 20.29505 19.97350
C -2.20432 24.92287 20.91552
C -9.00182 22.93856 18.14396
C -8.91652 23.70875 13.81745
C -9.20736 20.91651 11.35503
H -5.33840 19.41938 21.84942
H -6.58071 26.26731 13.86447
H -1.84660 18.96613 9.74877
H -6.49271 22.28934 16.22484
H -5.95447 21.74202 22.07872
H -2.98622 23.40635 16.85907
H -3.82881 25.38958 16.67191
H -8.22431 22.95790 14.22522
H -2.19580 15.61331 14.21996
H 0.60419 20.23668 13.65633
H -0.06690 19.34474 20.76599
H 0.49165 21.95132 13.60085
H -1.63177 17.97948 18.50052
H 1.95152 20.29878 15.79175
H -10.07580 20.63306 11.95125
H -4.23835 21.12070 20.36048
H -1.38773 24.23757 15.22667
H -4.31388 26.75214 15.61260
H -5.07243 20.18663 16.69469
H -9.50115 20.66861 10.33007
H -9.31042 16.76846 17.45920
H -1.25786 25.45209 20.81937
H -9.46552 19.28319 16.87960
H -0.21284 25.47492 15.58906
H -4.33714 19.75090 15.15230
H -4.77392 24.94497 13.08472
H 1.25015 17.50740 19.89650
H -4.05799 24.76392 19.76272
H -2.93201 21.62666 15.04165
H 2.02719 22.06086 15.67381
H -3.07896 23.04147 21.13275
H -9.57676 23.93525 14.65742
H -4.90260 24.63276 10.10927
H -8.22461 19.05281 11.42765
H -0.58851 20.12342 17.08323
H -4.24303 19.42434 19.74685
H -7.47862 20.82848 22.19677
H -8.11906 24.09222 16.62545
H -1.03566 20.99639 13.65288
H -5.74344 23.07347 9.87992
H -9.29347 23.71406 18.85445
H -3.82482 20.25159 9.87846
H -4.09359 18.04433 12.03327
H -1.99030 15.10460 15.92867
H -5.80687 24.08581 17.46528
H -5.75542 21.76739 12.08957
H -4.40182 16.65880 16.64244
H -2.21809 17.69175 15.68422
H -6.46951 24.64020 14.51324
H -7.12043 19.44455 19.61587
H -8.95835 21.97699 11.37275
H -9.32041 17.82571 18.89080
H 0.79911 17.94492 18.19034
H -7.61463 20.51337 17.26381
H -4.43367 15.51484 14.42930
H -3.73858 22.76650 11.23696
H 0.30540 20.92174 19.14648
H -1.63444 17.49632 20.22485
H -1.92574 23.08351 19.81612
H -8.94952 21.99979 18.70743
H -6.89217 15.94795 13.90019
H -6.33826 14.24981 13.67621
H -5.32621 20.70579 19.08138
H -2.32400 18.98253 19.81995
H -2.65457 27.21411 13.86516
H -3.46103 25.17004 11.95111
H -0.60701 15.21426 14.84984
H -3.97874 25.10859 14.98025
H -7.63657 25.79750 15.22688
H -6.30503 23.14739 18.90283
H -1.27527 24.85044 16.89512
H -4.94375 22.34093 14.46262
H -0.55484 22.02246 15.89789
H -1.99233 27.07536 16.14349
H -7.28089 14.73277 15.11345
H -5.27752 18.92483 8.81844
H -5.38958 17.50395 15.55741
H -8.70533 19.57130 13.67399
H -1.30971 23.04887 21.49369
H -0.37519 18.64474 14.71124
H -9.87248 22.77131 17.49282
H -3.49260 26.46390 20.02416
H 1.44766 21.28228 17.16466
H 1.87074 18.95274 19.16531
H -6.97989 19.32451 13.54270
H -7.73974 24.68285 12.34507
H -2.13483 21.97970 17.46248
H -3.22805 24.06582 13.28845
H -6.13799 16.51446 16.80094
H -2.74240 25.40383 18.86169
H -6.33031 24.34597 11.00459
H -7.08134 21.61487 20.70004
H -3.66877 25.30628 22.14643
H -9.73312 25.70036 12.37022
H -4.51831 19.77095 12.18529
H -8.16732 18.38201 16.10992
H -6.30915 19.88266 10.65721
H -2.86416 19.30214 12.10240
H -7.65826 20.97653 13.71803
H -7.81275 17.13597 18.28548
H -3.73182 22.26880 17.93916
H -5.53489 13.90348 16.45968
H -3.38326 19.62322 16.61802
H -0.66848 17.16091 16.38280
H -9.43961 23.16416 13.02748
H -2.67690 17.44181 9.85379
H -6.91849 24.76518 18.66462
H -2.82517 18.47078 8.41821
```

Values from the calculation:
largest force on an atom: 0.03684 Eh/bohr
energy relative to the best compared isomer or geometry (same formula, charge and spin): 15.8 kcal per mole
orbital gap: 0.36332 Eh
HOMO energy: -9.495 eV

***

DFT (ωB97M-V/def2-TZVPD) results for a 11-piece molecular cluster, C40H109N7O17 overall at a distorted geometry.

The geometry in XYZ format:
```
173
C40H109N7O17 | the Open Molecules 2025 dataset | ωB97M-V/def2-TZVPD
O 2.70884 -1.14567 -5.17463
O 2.68239 2.85733 -1.98020
O -5.13649 -3.84659 2.84107
O -5.89343 2.03287 2.76351
O 6.05285 -1.62012 4.21810
O -1.52453 -3.12788 -2.82725
O -4.43967 -6.20297 1.35785
O 5.44000 2.80693 -6.30151
O -2.22327 -1.00301 2.05634
O 2.55382 5.06865 0.10501
O -3.88429 4.67728 5.83063
O 2.32259 3.33570 5.08593
O -8.42354 2.18866 0.51432
O 4.17358 -1.42171 2.23977
O -7.07198 2.10784 5.38104
O 5.39228 2.01506 -0.78123
O 3.59677 -3.77927 -2.99214
N 1.15374 1.03688 -4.19368
N -3.54136 -5.90979 -1.44304
N -6.11726 -0.00210 -0.10814
N -1.03562 3.89047 5.89162
N 1.13088 -2.07306 1.38122
N 6.30941 2.74662 -3.34269
N 6.83880 -1.99442 -3.08815
C 0.10918 -1.10257 1.79382
C -4.29899 -3.57338 -1.43625
C 2.98269 -2.15533 -6.12782
C 5.46246 1.64067 -5.40209
C 4.49109 3.85063 -5.92697
C -1.22296 -1.52406 1.15075
C 7.21344 2.61880 -2.22124
C -5.18167 1.93213 3.98835
C -3.70793 4.90400 7.17919
C -5.99717 -5.05184 2.81711
C -6.16767 0.71649 -2.32739
C 1.47083 -1.27165 -4.41051
C 0.59164 0.33243 1.52035
C -2.85578 5.31172 5.05275
C 1.13012 2.67039 4.65197
C -3.46654 -4.60098 -2.08516
C 4.71353 -3.09540 -2.43236
C 4.66038 1.23171 0.25668
C 2.51344 -3.66453 -2.08299
C -1.93974 -4.21914 -1.95204
C -1.72405 4.24966 4.70018
C 6.57863 -4.14596 -3.90737
C -3.55677 -0.81507 1.68779
C 4.80204 -2.34171 4.41743
C 6.73802 1.84937 -1.00481
C 5.82421 -2.86150 -3.51840
C -0.05136 2.73318 5.72690
C 3.76261 -1.63350 3.57628
C 1.53467 2.99093 -1.11675
C -8.08512 1.42722 -0.72146
C 6.52545 1.65530 -4.30262
C 3.37528 3.50317 4.05199
C -6.61166 1.10056 -0.87885
C -5.79606 -5.86172 1.56603
C 1.39460 4.51615 -0.55857
C 0.00740 -0.44613 -2.53627
C -5.78611 2.64948 5.22875
C 1.27568 -0.17274 -3.41410
C -7.81527 3.48600 0.60407
C -1.41811 -3.51653 -4.14231
H -4.33973 2.51813 3.61979
H -3.32623 5.49274 4.08630
H -5.12469 0.50286 -2.56120
H -5.93279 -5.19641 0.71352
H -4.22765 -7.11607 1.56498
H -6.71371 -0.79102 -0.31299
H 1.71377 -4.39458 -2.20816
H -0.85299 -0.57936 -3.19207
H -0.04821 1.05845 2.02193
H 0.94341 -2.45450 0.46499
H 2.16474 -2.20176 -6.84678
H -2.16393 3.30567 4.37851
H 7.24948 3.58098 -1.71035
H -3.82826 -3.44371 -0.46173
H -6.25974 0.33976 0.83151
H -4.18639 -0.46534 2.50593
H -3.93789 -1.79817 1.41144
H -1.46283 -2.58721 1.13328
H -6.34906 1.60057 -2.93864
H -6.14217 2.02851 -0.55239
H 6.85072 0.77309 -1.13527
H -5.86694 3.69454 4.92971
H -2.41524 -3.80502 -4.47489
H -6.51931 -6.66557 1.42886
H -3.70979 -0.14317 0.84325
H -8.31642 2.00608 -1.61562
H 4.80462 4.82088 -6.31221
H 4.41992 0.26143 -0.17787
H -0.93452 4.48092 6.70480
H 1.93534 -2.74061 -2.10027
H -0.58691 1.78400 5.70875
H 7.09849 2.37661 -0.12153
H 4.77984 4.06580 -4.89818
H 7.13170 -4.15651 -4.84657
H -8.59887 0.46801 -0.65751
H -4.25818 -2.66834 -2.04233
H 3.37172 -1.39196 1.71275
H -0.95575 4.60255 4.01222
H 0.71767 3.17186 3.77646
H 0.47550 2.61049 6.67318
H 0.02250 -1.12188 2.88020
H 1.60712 2.20273 -0.36736
H 0.12743 -1.41191 -2.04538
H 1.17776 -2.83312 2.04471
H 7.51255 -2.02393 -3.84001
H 7.24274 -4.29949 -3.05680
H -7.59621 3.94236 -0.36124
H 2.89924 -2.28838 3.45867
H 4.99108 -3.38239 4.15408
H 4.26895 3.84431 4.57456
H 8.25949 2.37692 -2.40932
H 1.55629 0.96532 -5.11722
H -5.15936 2.46186 6.10057
H 0.56734 0.56287 0.45527
H 0.67833 -1.16893 -5.15178
H 3.91809 -1.97237 -6.65665
H -4.46141 -4.08552 2.20171
H -4.96835 0.90851 4.29626
H 2.76303 5.87853 -0.36609
H -5.77442 -5.74428 3.62890
H 3.79249 1.85272 0.47857
H -6.80369 -0.12657 -2.59724
H 5.16170 1.12130 1.21823
H -3.09133 4.24290 7.78816
H -0.64783 -4.26871 -4.31265
H 5.37277 -2.39714 -4.39514
H 3.09799 4.34946 3.42349
H -0.19605 0.35560 -1.82637
H -7.02038 -4.67970 2.86874
H -1.24361 -1.14044 0.13071
H -3.82783 -4.59047 -3.11349
H 1.25876 1.60436 4.46451
H -3.35792 -5.91743 -0.44987
H -5.30867 -3.98350 -1.41571
H 3.43774 3.57258 -5.96250
H 7.50076 1.77864 -4.77342
H 3.45166 -0.71325 4.07081
H 4.48202 -2.62705 5.41956
H -6.88249 3.42387 1.16457
H -2.48765 6.29563 5.34346
H -1.33417 -5.06439 -2.27909
H -4.64880 4.51682 7.57029
H 4.98900 -3.66540 -1.54504
H 7.19138 -2.47032 -2.27003
H -3.71974 5.91948 7.57513
H 6.33872 0.72817 -3.76073
H 3.67473 2.55547 3.60444
H 0.66017 2.82626 -1.74621
H 5.74175 0.93240 -6.18212
H 2.05341 -0.40426 -2.68635
H 1.59150 0.60214 1.86043
H 0.52149 4.42855 0.08804
H 2.76315 -4.02993 -1.08689
H 0.98426 5.04111 -1.42121
H -7.20981 1.39376 4.75438
H 5.92736 -5.00777 -3.76172
H 1.45617 -2.29773 -4.04306
H -8.37128 4.27311 1.11340
H 5.46612 2.53764 -2.82764
H 1.83374 1.64690 -3.76289
H -1.14365 -2.65407 -4.74970
H -6.74914 1.61097 2.87017
H 3.53595 2.69203 -1.57314
H 6.05966 -1.22044 3.34527
H 2.97339 -3.11041 -5.60260
H 4.54149 1.37680 -4.88220
H -1.69945 -4.11218 -0.89426
H -3.39099 -6.77314 -1.94516
H 4.50531 -2.13419 -1.96242
```

Values from the calculation:
largest force on an atom: 0.07769 Eh/bohr
2S+1: 2
<S²>: 0.751
total charge: -1
orbital gap (spin up / spin down): 0.05541 / 0.29173 Eh
HOMO energy (spin up / spin down): 0.402 / -6.070 eV

***

Look up the largest force on an atom of the second one.
0.07769 Eh/bohr